## i
A 40-piece molecular cluster, H80O40 overall. Source: the OMol25 dataset; level of theory: wB97M-V/def2-TZVPD.

The HOMO-LUMO gap is 9.67 eV. The value obtained for the HOMO energy is -10.3011 eV.

XYZ file:
```
120
H80O40 wB97M-V/def2-TZVPD
H -2.710 -4.049 2.806
H -3.987 -3.963 3.532
O -3.138 -4.195 3.685
H -0.825 4.829 -0.693
H -1.237 5.293 0.628
O -0.478 5.067 0.215
H -0.177 -1.463 2.185
H 0.475 -1.625 3.460
O -0.346 -1.210 3.070
H -6.823 -0.364 1.101
H -5.928 0.901 0.568
O -6.176 -0.156 0.512
H -3.731 3.410 0.410
H -4.079 4.849 0.521
O -4.332 4.181 0.028
H 1.463 -5.739 1.628
O 0.732 -6.293 1.652
H -2.007 -6.020 0.971
O -2.353 -5.595 1.733
H 0.569 -3.750 -1.177
H 1.139 -5.084 -1.652
O 0.548 -4.390 -1.814
H -4.082 2.980 2.833
H -4.020 4.269 2.937
O -4.093 3.608 2.192
H 0.993 -2.826 -5.514
H 0.512 -1.383 -5.733
O 0.372 -2.332 -6.010
H -4.470 0.347 -1.426
H -4.346 1.724 -2.152
O -4.124 0.808 -2.263
H -4.767 -0.418 -4.012
O -5.018 -1.225 -4.214
H 5.210 -0.165 -2.986
H 4.487 -0.332 -4.538
O 4.900 -0.904 -3.793
H -0.161 -1.360 5.393
H -0.265 -0.011 5.866
O -0.501 -0.788 6.101
H 2.122 2.642 3.407
H 0.876 2.199 4.218
O 1.381 2.984 4.009
H 3.256 2.195 -5.775
H 2.306 1.699 -4.591
O 2.421 2.375 -5.291
H -2.201 2.214 4.956
H -2.111 1.318 5.991
O -2.601 2.173 5.799
H 3.789 0.545 1.609
H 5.309 -0.018 1.939
O 4.574 -0.035 1.315
H 0.818 -0.573 -0.944
O 1.104 0.455 -0.978
H 4.080 5.503 0.057
H 3.411 5.611 1.410
O 3.321 5.271 0.556
H -0.896 2.041 3.867
O -0.551 1.073 4.231
H 3.585 -2.850 -4.590
H 3.659 -3.003 -3.154
O 3.437 -3.493 -3.901
H -0.314 -3.113 1.437
H 0.120 -3.003 -0.134
O 0.271 -2.643 0.906
H 1.575 -0.200 1.779
H 2.029 0.488 0.505
O 2.066 0.567 1.550
H 0.846 5.158 2.063
H -0.368 6.209 2.134
O 0.097 5.447 2.539
H 2.812 4.328 -3.764
H 1.970 5.500 -3.190
O 1.891 4.682 -3.673
H 0.940 2.566 -2.069
H 0.317 2.777 -3.394
O 0.182 2.916 -2.365
H 2.929 -4.993 1.084
H 3.817 -5.688 0.071
O 3.067 -5.176 0.151
H 4.373 1.438 -0.428
H 3.572 0.742 -1.173
O 4.366 1.396 -1.371
H -1.376 0.994 0.944
H -2.221 1.240 2.315
O -1.915 0.514 1.603
H 2.224 -2.248 -1.228
H 3.803 -2.419 -1.069
O 2.972 -2.659 -1.530
H -1.482 3.622 1.790
O -1.050 2.803 2.171
H -2.611 -0.689 0.758
H -3.635 -1.897 0.556
O -3.015 -1.315 0.098
H 0.382 0.974 -1.219
H 0.419 -6.602 0.715
H -0.301 0.470 3.620
H -1.450 -5.812 2.132
H -5.661 -1.351 -3.441
H -0.123 2.649 1.801
O 0.690 -3.218 4.695
H 0.747 -3.932 3.983
H 1.350 -3.678 5.287
O -1.370 0.799 -1.268
H -1.605 1.580 -1.934
H -2.082 0.195 -1.416
O 1.074 -4.393 -4.473
H 0.997 -5.240 -4.048
H 1.936 -4.064 -4.168
O -0.844 -2.256 -1.176
H -0.748 -2.405 -2.140
H -1.303 -1.436 -0.894
O -1.626 4.661 -2.711
H -1.805 3.806 -2.112
H -0.960 4.366 -3.238
O 2.981 2.678 1.241
H 2.733 3.443 0.711
H 2.208 3.058 1.811
O 0.465 -2.290 -3.292
H 1.441 -2.410 -3.305
H 0.228 -3.125 -3.926
```



## ii
A 40-piece molecular cluster, H80O40 overall. Source: the OMol25 dataset; level of theory: wB97M-V/def2-TZVPD.

The HOMO-LUMO gap is 9.87 eV. The value obtained for the HOMO energy is -10.4149 eV.

XYZ file:
```
120
H80O40 wB97M-V/def2-TZVPD
H -1.588 2.502 4.675
H -1.355 2.525 6.182
O -1.921 2.897 5.466
H -3.597 -1.489 0.422
H -4.862 -1.530 1.367
O -4.430 -1.933 0.490
H 0.791 -1.319 -2.010
H 1.072 -1.207 -0.629
O 0.534 -1.773 -1.176
H -0.546 -3.620 -3.977
H -0.896 -2.399 -4.741
O -0.250 -3.081 -4.678
H -2.017 -1.031 -2.102
H -1.208 0.201 -2.327
O -1.463 -0.698 -2.749
H -0.562 0.094 3.313
O -0.603 0.475 4.217
H 0.266 2.720 1.087
O -0.449 3.211 0.910
H 1.456 4.896 1.507
H 1.505 4.963 3.188
O 0.932 5.019 2.322
H 0.502 -3.842 3.735
H 0.340 -4.657 5.012
O 0.952 -4.518 4.288
H 2.069 4.781 -3.203
H 3.196 3.744 -3.554
O 2.970 4.698 -3.506
H -2.940 5.455 -0.279
H -4.246 4.737 0.257
O -3.695 4.831 -0.494
H -0.335 -0.811 1.233
O -0.061 0.115 1.629
H -2.917 0.559 -6.074
H -3.297 1.714 -5.035
O -3.569 1.012 -5.620
H -3.342 -0.176 4.466
H -2.408 -0.106 5.629
O -3.253 -0.542 5.386
H -3.975 1.642 3.314
H -4.512 1.732 4.824
O -4.738 1.514 3.927
H 0.325 2.291 -2.580
H 1.533 2.667 -1.597
O 0.824 3.015 -2.242
H 5.035 2.370 3.031
H 4.898 1.206 4.117
O 4.983 1.402 3.222
H 2.903 -3.264 3.789
H 2.249 -3.401 2.485
O 2.878 -2.835 2.942
H -2.278 -2.570 4.109
O -1.440 -2.075 4.261
H -4.434 -0.895 -3.365
H -4.371 -1.450 -1.998
O -4.651 -0.637 -2.424
H 4.458 4.272 1.360
O 5.015 3.766 0.800
H 3.304 2.448 0.986
H 2.224 2.065 0.105
O 2.399 2.608 0.875
H 0.979 -3.895 -2.015
H 2.497 -4.026 -1.366
O 1.614 -4.282 -1.408
H 0.756 3.577 -5.133
H 2.301 3.163 -5.387
O 1.453 2.946 -4.992
H -2.752 -3.782 2.386
H -3.828 -4.538 1.385
O -3.098 -4.700 2.051
H -1.454 5.688 -3.453
H 0.003 5.348 -2.851
O -0.578 5.480 -3.635
H -4.465 0.897 1.661
H -3.156 1.017 0.989
O -3.545 0.881 1.803
H 5.247 -3.009 0.597
H 4.560 -1.761 -0.165
O 4.372 -2.743 0.156
H -0.002 -3.130 1.705
H -0.860 -2.925 3.137
O -0.031 -2.911 2.613
H 3.045 -1.498 2.009
H 3.984 -0.159 2.319
O 3.355 -0.661 1.730
H 4.965 1.821 -3.549
H 5.219 2.762 -2.520
O 5.109 1.781 -2.614
H 3.198 -1.610 -2.450
O 3.893 -2.235 -2.172
H 1.302 -0.148 -4.067
H 1.176 -1.605 -3.331
O 1.768 -0.756 -3.549
H -1.329 -1.995 5.190
H 0.180 0.935 4.052
H 5.283 4.268 -0.012
H -0.460 3.690 0.070
H 0.890 -0.053 1.777
H 3.659 -2.023 -1.223
O 2.437 1.197 -1.427
H 2.962 0.527 -0.749
H 1.944 0.612 -1.968
O -3.743 -3.586 -1.570
H -2.844 -4.066 -1.306
H -4.307 -4.254 -2.054
O -0.166 0.699 -0.869
H 0.413 1.127 -0.142
H -0.873 1.460 -1.218
O -0.821 -3.717 -0.029
H 0.017 -4.181 -0.170
H -1.259 -4.089 0.793
O -1.998 2.174 -2.510
H -2.872 2.306 -2.212
H -1.558 2.806 -2.959
O -1.841 -1.199 -0.062
H -1.381 -1.938 -0.369
H -1.515 -0.419 -0.317
O -0.758 -6.049 -1.691
H -0.670 -5.139 -1.752
H 0.184 -6.366 -1.723
```



## iii
A 40-piece molecular cluster, H80O40 overall. Source: the OMol25 dataset; level of theory: wB97M-V/def2-TZVPD.

The HOMO-LUMO gap is 9.88 eV. The value obtained for the HOMO energy is -10.2992 eV.

XYZ file:
```
120
H80O40 wB97M-V/def2-TZVPD
H -5.753 0.596 -2.565
H -5.356 1.532 -1.617
O -5.451 1.505 -2.562
H 4.063 4.795 -0.681
H 4.326 4.945 -2.334
O 4.605 4.815 -1.449
H 6.848 -0.515 1.366
H 6.641 0.782 2.151
O 6.474 -0.150 2.159
H -6.184 -2.006 -1.292
H -5.364 -2.777 -2.499
O -5.594 -2.705 -1.561
H 3.720 -0.729 3.549
H 2.510 -1.422 2.982
O 2.968 -1.282 3.822
H -0.811 -3.221 -3.951
O -0.800 -3.356 -4.905
H 1.990 1.767 0.501
O 2.639 1.448 1.141
H 0.391 -5.681 1.201
H 0.904 -4.744 2.318
O 0.066 -5.016 1.832
H 0.262 -0.180 6.037
H -1.053 0.438 5.388
O -0.280 -0.134 5.251
H -3.220 -3.338 -2.370
H -2.923 -4.988 -2.311
O -2.729 -4.112 -2.613
H 1.948 4.120 -2.779
H 1.664 5.310 -3.932
O 2.177 4.910 -3.243
H -1.096 -2.778 4.486
O -0.707 -3.270 3.706
H -3.973 -4.078 2.037
H -5.271 -3.696 1.173
O -4.469 -3.369 1.583
H 4.334 1.943 2.764
H 5.029 0.895 3.430
O 4.118 1.178 3.302
H -5.467 3.776 1.566
H -4.178 3.255 2.171
O -5.053 2.950 1.911
H 3.649 -2.799 -0.302
H 2.357 -1.847 -0.063
O 2.679 -2.746 -0.143
H 1.302 -1.196 -3.298
H 1.970 -1.815 -4.539
O 1.687 -0.958 -4.191
H 5.872 1.067 -0.771
H 5.127 2.267 -0.298
O 5.811 1.643 0.001
H -1.438 -3.627 1.115
O -1.235 -2.686 1.144
H -3.789 -1.380 2.643
H -3.750 -1.001 1.243
O -3.402 -0.689 2.096
H -0.816 4.229 -0.233
O -0.969 5.159 -0.210
H 3.094 0.059 -6.076
H 3.298 0.205 -4.712
O 3.419 0.741 -5.491
H -0.695 3.182 2.587
H -2.205 2.672 2.398
O -1.310 2.457 2.622
H -1.704 -5.459 1.399
H -2.213 -4.785 2.569
O -2.548 -5.454 1.947
H 2.661 -0.656 -2.053
H 3.887 -0.587 -2.869
O 3.699 -0.649 -1.925
H 0.382 -0.640 -1.360
H 1.226 0.889 -1.545
O 1.155 -0.075 -1.436
H -2.777 -3.039 -5.287
H -3.646 -3.068 -4.165
O -3.721 -3.213 -5.118
H -3.922 5.287 -0.371
H -2.689 5.093 0.348
O -3.616 5.290 0.551
H -1.134 -3.106 -2.063
H -1.508 -2.631 -0.618
O -1.223 -2.338 -1.510
H -0.113 2.413 -0.991
H -0.450 1.520 0.337
O 0.060 2.241 -0.081
H 0.756 -4.736 -1.305
H -0.386 -4.104 -0.281
O -0.153 -4.529 -1.130
H -0.004 -0.321 1.060
O -0.827 -0.089 0.643
H 0.348 -1.283 3.098
H 1.194 -0.169 3.422
O 0.905 -0.654 2.606
H -0.467 -2.660 1.734
H -0.082 -3.947 -5.290
H -0.467 5.686 -0.823
H 1.998 0.965 1.680
H -0.097 -3.839 4.205
H -1.555 -0.487 1.102
O 3.744 4.469 1.410
H 3.052 4.947 1.858
H 3.464 3.545 1.209
O -3.362 4.019 -1.891
H -4.211 3.633 -2.151
H -2.892 3.208 -1.617
O 2.214 2.068 -2.132
H 2.122 1.664 -3.015
H 3.058 1.631 -1.932
O -5.368 0.789 0.306
H -5.257 -0.113 0.598
H -5.471 1.356 1.097
O 2.279 4.011 3.873
H 2.027 4.764 3.350
H 1.780 4.061 4.696
O 2.060 -3.572 2.776
H 2.550 -3.681 1.936
H 2.873 -3.525 3.350
O -0.241 3.331 -3.333
H -0.424 3.539 -4.241
H 0.428 2.639 -3.314
```



## iv
A 40-piece molecular cluster, H80O40 overall. Source: the OMol25 dataset; level of theory: wB97M-V/def2-TZVPD.

The HOMO-LUMO gap is 10.37 eV. The value obtained for the HOMO energy is -10.6944 eV.

XYZ file:
```
120
H80O40 wB97M-V/def2-TZVPD
H -4.641 0.329 4.998
H -3.295 0.667 4.441
O -3.914 -0.003 4.457
H 0.678 -5.229 1.721
H 0.995 -5.299 0.293
O 0.891 -5.903 1.078
H -0.272 3.789 0.567
H -1.774 3.141 0.780
O -0.891 3.046 0.985
H -2.442 -1.819 4.909
H -2.538 -3.163 5.153
O -1.881 -2.455 5.418
H 0.212 3.936 -4.943
H 0.724 5.337 -4.307
O 0.137 4.793 -4.676
H -2.432 0.437 -0.681
O -3.086 0.369 -0.077
H 2.441 1.316 3.218
O 2.676 2.029 2.557
H 1.490 -4.017 2.030
H 2.947 -3.841 2.062
O 2.194 -3.558 2.497
H -3.511 -0.794 2.659
H -2.807 -1.266 1.429
O -2.904 -1.498 2.337
H -2.289 -1.640 -6.341
H -3.564 -0.725 -5.748
O -2.802 -1.205 -5.644
H 1.100 1.179 5.564
H 2.397 1.335 5.800
O 1.524 1.762 6.230
H 1.276 4.458 -0.814
O 1.930 4.429 -0.208
H -4.884 2.100 2.504
H -5.417 3.284 1.613
O -4.632 2.877 1.974
H -0.098 0.061 3.212
H 0.946 -0.857 3.872
O 0.833 0.030 3.370
H 3.638 -0.809 1.755
H 3.209 -1.781 0.755
O 3.594 -1.691 1.596
H 0.085 6.903 0.829
H 0.729 5.468 0.547
O -0.065 6.029 0.640
H 0.773 2.371 -5.465
H -0.318 1.487 -4.824
O 0.387 2.119 -4.582
H 3.389 1.657 -2.397
H 3.470 2.840 -1.641
O 2.770 2.336 -2.080
H 1.878 -2.348 5.435
O 2.096 -1.803 4.721
H -3.223 -4.406 0.966
H -3.563 -3.510 1.986
O -3.533 -4.468 1.877
H 2.219 -0.015 -4.305
O 3.159 -0.213 -4.564
H -2.682 1.142 -3.341
H -1.805 1.679 -2.193
O -1.806 1.070 -2.888
H -0.189 -0.282 0.593
H 0.025 1.309 0.299
O -0.444 0.544 0.092
H 3.343 -4.124 -0.800
H 3.314 -2.872 -1.675
O 2.905 -3.207 -0.834
H -0.272 0.206 -6.294
H 0.880 -0.626 -6.376
O 0.533 0.355 -6.571
H -1.282 2.123 3.877
H -1.554 3.209 4.778
O -1.841 2.324 4.614
H 0.443 -4.555 4.420
H -0.499 -3.618 5.387
O 0.096 -4.278 5.254
H -5.439 -0.163 -2.575
H -4.681 1.177 -2.959
O -5.099 0.386 -3.393
H 1.438 -1.475 2.091
H 1.203 -2.160 0.763
O 1.070 -1.371 1.192
H -2.220 5.433 -0.037
H -3.738 5.269 0.731
O -3.130 4.912 0.001
H -3.620 3.254 -1.376
H -3.707 1.755 -0.687
O -3.776 2.340 -1.568
H 6.798 -0.807 0.208
O 6.673 -1.172 1.131
H 0.224 4.466 -3.185
H 0.309 3.100 -2.374
O 0.347 4.083 -2.215
H 2.823 -2.203 4.257
H -2.681 0.669 0.774
H 3.183 -1.087 -5.033
H 3.503 2.472 2.751
H 2.708 4.832 -0.621
H 5.875 -0.684 1.388
O 3.137 0.414 0.049
H 2.465 1.052 -0.473
H 2.559 0.048 0.791
O -1.460 -2.584 -3.898
H -1.440 -3.594 -3.804
H -2.364 -2.312 -3.804
O 4.969 -1.175 -2.409
H 4.998 -0.494 -3.166
H 4.574 -0.629 -1.703
O 1.323 -3.887 -3.366
H 1.636 -3.109 -2.942
H 0.467 -3.752 -3.764
O -0.418 -3.966 1.955
H -1.032 -4.619 2.348
H -0.632 -3.070 2.179
O 0.262 -0.526 -3.094
H -0.612 -0.815 -3.141
H 0.233 -0.068 -2.254
O -0.939 -2.805 -0.918
H -0.913 -1.898 -0.867
H -0.052 -3.232 -0.857
```



Most favorable structure: iii. The second most favorable one is 60.9 kcal/mol above it.